No. 1
{"formula": "C30H41Cl49O4P3", "method": "ωB97M-V/def2-TZVPD", "symbols": ["C", "C", "C", "C", "C", "C", "C", "C", "C", "C", "C", "C", "P", "C", "C", "P", "O", "O", "C", "C", "O", "C", "C", "P", "O", "Cl", "H", "H", "H", "H", "H", "H", "H", "H", "H", "H", "H", "H", "H", "H", "H", "H", "H", "H", "H", "H", "H", "H", "H", "H", "H", "H", "H", "H", "H", "H", "H", "H", "H", "H", "H", "H", "H", "H", "H", "H", "H", "C", "Cl", "Cl", "Cl", "Cl", "C", "Cl", "Cl", "Cl", "Cl", "C", "Cl", "Cl", "Cl", "Cl", "C", "Cl", "Cl", "Cl", "Cl", "C", "Cl", "Cl", "Cl", "Cl", "C", "Cl", "Cl", "Cl", "Cl", "C", "Cl", "Cl", "Cl", "Cl", "C", "Cl", "Cl", "Cl", "Cl", "C", "Cl", "Cl", "Cl", "Cl", "C", "Cl", "Cl", "Cl", "Cl", "C", "Cl", "Cl", "Cl", "Cl", "C", "Cl", "Cl", "Cl", "Cl"], "coordinates": [[0.0741, 1.2903, 1.9024], [0.2622, 1.7345, 3.3668], [0.1422, 3.2626, 3.4653], [-0.3783, 3.7797, 4.8097], [-1.9146, 3.7458, 4.9765], [-2.6634, 2.7797, 4.0534], [-4.1635, 3.1253, 4.0698], [-4.9543, 2.3975, 2.9707], [-5.6991, 1.1560, 3.4602], [-4.8450, -0.0387, 3.9000], [-3.6521, -0.4066, 2.9808], [-3.7812, -1.8855, 2.5779], [-2.3238, -2.5723, 1.7280], [-2.0812, -1.8334, 0.0671], [-3.3467, -1.1746, -0.4799], [-2.8803, -0.2058, -1.9500], [-1.8157, 0.7071, -1.5401], [-4.1909, 0.5240, -2.4836], [-4.7983, 1.4318, -1.5304], [-6.0137, 0.8185, -0.8201], [-2.4015, -1.2887, -2.9867], [-2.4316, -0.8924, -4.3976], [-1.5187, 0.2790, -4.7085], [-0.4695, -2.6129, 2.9579], [-0.6479, -1.3176, 3.9093], [0.9430, -2.1285, 1.5338], [1.0204, 1.3967, 1.3794], [-0.3098, 0.2732, 1.8414], [-0.6589, 1.9228, 1.4101], [1.2225, 1.3869, 3.7435], [-0.5114, 1.2848, 3.9882], [-0.4274, 3.6791, 2.6402], [1.1536, 3.6588, 3.3564], [0.1605, 3.2796, 5.6119], [-0.0781, 4.8244, 4.8674], [-2.3403, 4.7434, 4.9000], [-2.1243, 3.4059, 5.9915], [-2.3697, 2.8502, 3.0101], [-2.5886, 1.7724, 4.4603], [-4.2400, 4.1925, 3.8664], [-4.6217, 2.9570, 5.0442], [-5.7266, 3.0856, 2.6283], [-4.3206, 2.2151, 2.1014], [-6.2583, 1.4690, 4.3414], [-6.4555, 0.8742, 2.7294], [-5.5143, -0.8986, 3.9203], [-4.4703, 0.0808, 4.9120], [-3.5584, 0.2305, 2.1060], [-2.7434, -0.2679, 3.5606], [-4.0041, -2.5085, 3.4413], [-4.6201, -1.9696, 1.8858], [-2.5991, -3.9283, 1.4898], [-1.2192, -1.1704, 0.0479], [-1.8484, -2.6640, -0.5988], [-4.1467, -1.8834, -0.6863], [-3.7361, -0.4428, 0.2215], [-5.1106, 2.3065, -2.0854], [-4.0644, 1.7084, -0.7790], [-6.8806, 1.4691, -0.8610], [-6.2752, -0.1497, -1.2411], [-5.7785, 0.6638, 0.2324], [-3.4650, -0.7027, -4.6721], [-2.0999, -1.7479, -4.9783], [-1.8567, 1.1939, -4.2298], [-1.5619, 0.4413, -5.7813], [-0.5241, 0.0076, -4.3698], [0.1970, -1.1095, 4.3526], [1.9491, -2.4887, -4.0152], [3.4592, -2.5988, -3.1068], [0.7411, -1.6066, -3.0696], [2.2399, -1.6243, -5.5273], [1.3475, -4.1159, -4.3555], [1.8113, 4.5836, 8.1787], [2.4503, 5.5057, 9.5370], [2.3091, 2.8924, 8.3277], [0.0441, 4.6750, 8.1832], [2.4374, 5.2493, 6.6657], [7.3233, -1.8310, -3.6966], [6.2873, -0.9646, -4.8365], [8.6351, -0.7686, -3.1827], [6.3604, -2.3298, -2.2945], [7.9924, -3.2664, -4.4807], [9.0114, -2.8155, 0.7531], [10.6239, -2.4303, 1.3586], [8.2922, -4.0815, 1.7518], [7.9952, -1.3662, 0.8311], [9.1210, -3.3685, -0.9195], [3.2354, 4.7201, 13.5913], [3.7425, 4.0073, 15.1252], [2.3486, 6.2167, 13.8912], [4.6591, 5.0693, 12.6027], [2.1865, 3.5877, 12.7298], [1.7214, -4.1966, -8.7133], [3.2030, -4.3169, -7.7629], [0.4873, -3.3331, -7.7846], [2.0586, -3.3175, -10.2062], [1.1390, -5.8189, -9.1027], [-3.6980, 0.8127, -8.3342], [-4.2678, 1.0769, -6.6796], [-5.0150, 1.1162, -9.4666], [-2.3576, 1.9101, -8.6736], [-3.1479, -0.8603, -8.5056], [6.6924, -5.3273, -9.2230], [6.2742, -4.1891, -10.5073], [5.6088, -6.7209, -9.2982], [8.3617, -5.8645, -9.4258], [6.5187, -4.5280, -7.6527], [6.8315, -3.0904, 5.8113], [8.3050, -3.2342, 6.7704], [5.6385, -2.1342, 6.7036], [7.1994, -2.2980, 4.2777], [6.1742, -4.7015, 5.4942], [-0.1585, 9.5088, 13.6914], [-1.0259, 10.8720, 12.9785], [0.0371, 8.2339, 12.4822], [1.4345, 10.0416, 14.2391], [-1.0729, 8.8783, 15.0647], [-1.0813, -3.1024, -13.0853], [-1.6031, -2.1370, -11.6969], [-0.7167, -4.7450, -12.5558], [-2.3674, -3.1408, -14.2949], [0.3690, -2.3760, -13.7876], [2.5531, -6.4943, -14.0864], [2.1601, -5.3903, -15.4082], [1.4930, -7.9068, -14.1649], [4.2369, -7.0106, -14.2286], [2.3157, -5.6705, -12.5416]], "total_charge": 1, "homo_energy_ev": -11.9564}

=====

No. 2
{"formula": "C30H41CrN5O6SSi", "method": "ωB97M-V/def2-TZVPD", "symbols": ["Cr", "C", "C", "C", "C", "C", "C", "N", "N", "Si", "C", "C", "C", "H", "H", "H", "H", "H", "H", "H", "H", "H", "H", "H", "H", "H", "H", "H", "O", "C", "O", "C", "C", "C", "C", "C", "C", "N", "O", "O", "H", "H", "H", "H", "O", "S", "C", "C", "C", "C", "H", "H", "H", "H", "H", "H", "H", "H", "C", "C", "N", "C", "C", "C", "O", "C", "C", "C", "C", "N", "C", "H", "H", "H", "H", "H", "H", "H", "H", "H", "H", "H", "H", "H", "H"], "coordinates": [[-1.3269, -1.1788, -0.1201], [-4.9522, -1.8173, -0.7709], [-4.4331, -1.5207, 0.5991], [-5.2694, -1.4862, 1.7048], [-4.7373, -1.2273, 2.9646], [-3.3803, -1.0378, 3.1096], [-2.5849, -1.1064, 1.9657], [-3.1235, -1.3141, 0.7426], [-1.2491, -1.0150, 1.8621], [-0.2760, -2.0045, 2.9506], [1.4045, -2.0783, 2.0610], [-1.0700, -3.7359, 3.0503], [-0.0794, -1.1644, 4.6508], [-5.6411, -1.0397, -1.0963], [-5.4988, -2.7588, -0.7678], [-4.1288, -1.8975, -1.4816], [-6.3239, -1.6711, 1.5828], [-5.3827, -1.1945, 3.8286], [-2.9174, -0.8408, 4.0609], [1.2543, -2.4164, 1.0398], [2.0569, -2.7871, 2.5580], [1.9018, -1.1133, 2.0454], [-1.2244, -4.1285, 2.0453], [-2.0376, -3.7139, 3.5482], [-0.4450, -4.4443, 3.5863], [0.0938, -0.0963, 4.5766], [0.7705, -1.6016, 5.1638], [-0.9458, -1.3177, 5.2855], [-0.4720, -5.1636, -0.5721], [-0.4615, -3.9953, -0.8866], [-1.0903, -3.0471, -0.2911], [0.3793, -3.5204, -2.0640], [-0.0987, -2.5463, -2.9388], [0.7199, -2.0565, -3.9392], [2.0120, -2.5568, -4.0655], [2.4780, -3.5713, -3.2374], [1.6565, -4.0481, -2.2337], [2.9074, -1.9747, -5.0416], [3.8991, -2.5940, -5.3434], [2.6188, -0.8668, -5.4488], [-1.1205, -2.1842, -2.8433], [0.3762, -1.3052, -4.6351], [3.4746, -3.9593, -3.3882], [1.9964, -4.8263, -1.5689], [0.5752, -0.7716, -0.9111], [1.6921, 0.2086, -0.6410], [3.2348, -0.8024, -0.5353], [4.1111, -0.5144, -1.7491], [3.6697, 0.8231, -2.3442], [2.1534, 0.8287, -2.3135], [2.9168, -1.8415, -0.4754], [3.7129, -0.5220, 0.4011], [3.9929, -1.3104, -2.4840], [5.1613, -0.4845, -1.4657], [4.0270, 0.9365, -3.3663], [4.0577, 1.6503, -1.7445], [1.7251, 0.1255, -3.0262], [1.7354, 1.8187, -2.4764], [0.4984, 6.0157, 2.6317], [0.8551, 5.9043, 1.1550], [0.4965, 4.6117, 0.5769], [1.5504, 3.6745, 0.2696], [2.1100, 3.0175, 1.5309], [-0.8142, 4.3689, 0.3948], [-1.6904, 5.1525, 0.7034], [-1.2298, 3.1073, -0.3298], [-1.9305, 3.3054, -1.5195], [-2.4800, 2.2068, -2.1599], [-2.3203, 0.9613, -1.5918], [-1.6470, 0.7472, -0.4512], [-1.1196, 1.8144, 0.1662], [0.7954, 6.9949, 2.9970], [0.9973, 5.2531, 3.2239], [-0.5769, 5.9125, 2.7544], [1.9230, 6.0603, 0.9983], [0.3038, 6.6744, 0.6079], [2.3498, 4.2131, -0.2520], [1.1561, 2.9106, -0.4030], [2.6075, 3.7588, 2.1481], [2.8261, 2.2453, 1.2680], [1.3070, 2.5675, 2.1095], [-2.0499, 4.3024, -1.9161], [-3.0333, 2.3161, -3.0788], [-2.7563, 0.0814, -2.0535], [-0.6235, 1.6018, 1.1039]], "total_charge": 1, "homo_energy_ev": [-11.0945, -11.1428], "de_lowest_kcal_mol": 26.39, "multiplicity": 2}

=====

No. 3
{"formula": "C30H42As3FN3PdS", "method": "ωB97M-V/def2-TZVPD", "symbols": ["Pd", "C", "As", "C", "C", "C", "C", "C", "As", "C", "C", "C", "As", "C", "C", "H", "H", "H", "H", "H", "H", "H", "H", "H", "H", "H", "H", "H", "H", "H", "H", "H", "H", "H", "H", "H", "H", "H", "H", "H", "H", "H", "N", "C", "C", "C", "C", "C", "C", "S", "N", "C", "C", "C", "C", "C", "C", "N", "H", "H", "H", "H", "H", "H", "H", "H", "H", "F", "C", "C", "C", "C", "C", "C", "C", "H", "H", "H", "H", "H", "H"], "coordinates": [[-0.3025, -0.2284, 0.5747], [-2.2265, -3.5448, -0.8466], [-2.0023, -1.5967, -0.6932], [-3.8102, -1.1619, -0.0974], [-2.1475, -0.9385, -2.5682], [-0.9292, -1.0082, -3.5104], [-0.2601, -2.3726, -3.3937], [0.0801, 0.1130, -3.2257], [1.0305, 0.1898, -1.4762], [2.4256, -1.1832, -1.6084], [2.1443, 1.7638, -1.8444], [-1.5075, -0.8093, -4.9323], [-0.4591, -1.0502, -6.6562], [-0.4122, -2.9829, -6.9786], [1.4601, -0.6268, -6.4896], [-3.0427, -3.7471, -1.5440], [-2.5068, -3.9345, 0.1345], [-1.3258, -4.0574, -1.1808], [-4.5280, -1.5881, -0.8016], [-3.9699, -0.0856, -0.0277], [-3.9903, -1.6001, 0.8875], [-2.4978, 0.0975, -2.4940], [-2.9714, -1.5283, -2.9866], [0.0683, -2.5262, -2.3600], [0.6122, -2.4306, -4.0455], [-0.9588, -3.1639, -3.6660], [-0.4231, 1.0830, -3.3245], [0.8746, 0.0739, -3.9798], [2.8365, -1.2291, -2.6186], [2.0516, -2.1653, -1.3169], [3.2281, -0.9127, -0.9193], [2.7044, 1.5938, -2.7676], [2.8584, 1.9040, -1.0307], [1.5485, 2.6711, -1.9494], [-1.9363, 0.1943, -5.0035], [-2.3306, -1.5132, -5.0891], [-1.4149, -3.4035, -6.9340], [0.2348, -3.4816, -6.2573], [-0.0161, -3.1618, -7.9778], [1.6260, 0.4201, -6.2447], [1.9057, -0.8129, -7.4675], [1.9494, -1.2764, -5.7640], [2.8079, 1.9821, 3.1008], [2.7822, 3.3666, 3.0129], [3.7020, 4.1275, 3.7323], [3.6853, 5.5071, 3.6449], [2.7513, 6.1554, 2.8382], [1.8293, 5.4156, 2.1161], [1.8420, 4.0303, 2.2013], [0.6603, 3.0831, 1.3015], [1.0025, 1.5167, 1.6747], [1.9636, 1.1247, 2.4748], [2.1086, -0.3208, 2.6912], [3.0028, -0.8879, 3.6038], [3.0435, -2.2653, 3.7426], [2.2031, -3.0573, 2.9700], [1.3480, -2.4230, 2.0818], [1.3025, -1.1063, 1.9507], [3.5194, 1.6027, 3.7118], [4.4284, 3.6334, 4.3599], [4.4016, 6.0874, 4.2062], [2.7421, 7.2315, 2.7753], [1.1001, 5.9069, 1.4910], [3.6561, -0.2823, 4.2122], [3.7252, -2.7156, 4.4460], [2.2083, -4.1317, 3.0555], [0.6704, -2.9940, 1.4481], [-5.1102, 0.5802, 6.7177], [-4.3599, 0.6232, 5.6320], [-3.7204, -0.5447, 5.2025], [-2.9312, -0.4979, 4.0874], [-2.7523, 0.7138, 3.3519], [-1.9675, 0.7410, 2.2196], [-3.4298, 1.8804, 3.8284], [-4.2165, 1.8326, 4.9452], [-3.8592, -1.4565, 5.7622], [-2.4387, -1.3945, 3.7322], [-1.8915, 1.6410, 1.6104], [-1.4388, -0.2025, 1.9419], [-3.3096, 2.8071, 3.2879], [-4.7301, 2.7073, 5.3122]], "total_charge": 3, "homo_energy_ev": -13.7595, "de_lowest_kcal_mol": 59.32}